Record 1
{"formula": "C46H39BKN18O2S3", "method": "the ωB97M-V functional and the def2-TZVPD basis", "symbols": ["K", "O", "C", "C", "C", "C", "C", "C", "C", "O", "N", "N", "C", "C", "C", "C", "C", "C", "N", "H", "H", "H", "H", "H", "H", "H", "H", "H", "H", "C", "C", "N", "N", "C", "B", "N", "C", "C", "C", "N", "N", "C", "C", "C", "N", "N", "C", "C", "C", "N", "H", "H", "H", "H", "H", "H", "H", "H", "H", "H", "H", "H", "S", "C", "S", "C", "C", "N", "C", "N", "C", "C", "C", "C", "N", "C", "S", "N", "C", "H", "H", "H", "H", "H", "H", "H", "H", "C", "C", "N", "C", "C", "C", "C", "C", "C", "C", "C", "N", "C", "N", "H", "H", "H", "H", "H", "H", "H", "H", "H"], "positions_angstrom": [[-0.623, -0.047, 0.464], [-3.784, -0.645, -2.501], [-3.282, -0.299, -3.689], [-3.936, -0.769, -4.835], [-3.453, -0.463, -6.091], [-2.305, 0.313, -6.237], [-1.660, 0.777, -5.103], [-2.130, 0.495, -3.821], [-1.416, 1.000, -2.600], [-1.853, 0.678, -1.457], [-0.384, 1.795, -2.848], [0.402, 1.982, -1.736], [0.999, 3.111, -1.721], [1.967, 3.478, -0.676], [2.545, 4.751, -0.715], [3.418, 5.132, 0.288], [3.702, 4.229, 1.300], [3.096, 2.980, 1.247], [2.253, 2.601, 0.294], [-3.181, -0.234, -1.820], [-4.822, -1.378, -4.698], [-3.971, -0.838, -6.967], [-1.919, 0.547, -7.222], [-0.762, 1.377, -5.178], [0.815, 3.838, -2.513], [2.287, 5.427, -1.522], [3.859, 6.122, 0.287], [4.360, 4.481, 2.120], [3.298, 2.248, 2.024], [0.016, -2.002, -2.649], [0.969, -1.698, -1.662], [0.655, -2.245, -0.493], [-0.510, -2.908, -0.703], [-0.913, -2.769, -1.984], [-1.312, -3.570, 0.433], [-0.568, -3.420, 1.776], [0.265, -4.321, 2.344], [0.750, -3.778, 3.513], [0.147, -2.509, 3.567], [-0.633, -2.297, 2.520], [-2.723, -2.941, 0.480], [-3.928, -3.493, 0.202], [-4.879, -2.500, 0.269], [-4.146, -1.343, 0.585], [-2.856, -1.614, 0.708], [-1.469, -5.093, 0.174], [-2.096, -5.972, 0.985], [-1.960, -7.229, 0.441], [-1.209, -7.006, -0.730], [-0.916, -5.724, -0.883], [-0.013, -1.677, -3.677], [1.850, -1.076, -1.743], [-1.838, -3.210, -2.322], [0.438, -5.283, 1.885], [1.437, -4.227, 4.212], [0.251, -1.739, 4.319], [-4.020, -4.540, -0.036], [-5.937, -2.590, 0.084], [-4.492, -0.324, 0.706], [-2.580, -5.635, 1.890], [-2.339, -8.159, 0.832], [-0.867, -7.720, -1.465], [-1.299, 2.255, 4.954], [-0.568, 3.736, 4.578], [-0.272, 3.613, 2.902], [-0.283, 4.807, 5.401], [0.312, 5.987, 4.866], [0.795, 6.942, 4.436], [-0.564, 4.771, 6.796], [-0.789, 4.756, 7.928], [-0.505, 5.392, 0.235], [-1.626, 4.706, -0.471], [-1.849, 4.769, -1.811], [-2.923, 4.008, -2.334], [-3.769, 3.348, -1.584], [-3.610, 3.345, -0.230], [-4.710, 2.672, 0.820], [-2.483, 3.969, 0.276], [-3.108, 3.929, -3.819], [0.002, 6.071, -0.448], [0.220, 4.668, 0.603], [-0.868, 5.950, 1.099], [-1.196, 5.340, -2.454], [-2.320, 3.854, 1.271], [-2.939, 4.901, -4.288], [-4.104, 3.560, -4.054], [-2.369, 3.225, -4.216], [3.058, 0.515, 4.134], [1.899, 0.460, 3.371], [1.866, -0.064, 2.147], [2.977, -0.578, 1.644], [4.198, -0.574, 2.320], [4.224, 0.009, 3.586], [5.465, -1.037, 1.735], [5.761, -2.009, 0.866], [4.903, -3.047, 0.273], [5.404, -3.846, -0.754], [4.574, -4.835, -1.245], [3.343, -5.038, -0.780], [2.952, -4.212, 0.190], [3.671, -3.242, 0.746], [3.040, 0.969, 5.116], [0.970, 0.878, 3.746], [2.897, -0.997, 0.650], [5.160, 0.062, 4.132], [6.321, -0.456, 2.073], [6.803, -2.082, 0.566], [6.401, -3.696, -1.148], [4.906, -5.494, -2.042], [1.940, -4.334, 0.564]], "s_squared": 0.76, "total_charge": -2, "spin_multiplicity": 2, "max_force_ha_per_bohr": 0.0220, "lumo_energy_ev": [3.384, 2.833]}

---

Record 2
{"formula": "C22H26ClN3O3", "method": "the ωB97M-V functional and the def2-TZVPD basis", "symbols": ["C", "O", "C", "C", "C", "C", "Cl", "C", "C", "C", "O", "N", "C", "C", "C", "C", "C", "C", "N", "C", "C", "N", "C", "O", "C", "C", "C", "C", "C", "H", "H", "H", "H", "H", "H", "H", "H", "H", "H", "H", "H", "H", "H", "H", "H", "H", "H", "H", "H", "H", "H", "H", "H", "H", "H"], "positions_angstrom": [[-5.084, -1.636, -4.591], [-3.958, -1.427, -3.772], [-2.907, -0.739, -4.264], [-2.880, -0.114, -5.509], [-1.772, 0.610, -5.914], [-0.679, 0.721, -5.074], [0.707, 1.630, -5.570], [-0.683, 0.105, -3.833], [-1.786, -0.626, -3.423], [-1.763, -1.361, -2.112], [-2.013, -2.541, -2.015], [-1.388, -0.553, -1.083], [-1.280, -0.856, 0.278], [-1.843, -1.990, 0.846], [-1.765, -2.189, 2.213], [-1.140, -1.255, 3.019], [-0.558, -0.130, 2.457], [-0.602, 0.076, 1.086], [-0.019, 1.190, 0.424], [0.075, 2.442, 1.162], [1.501, 2.718, 1.674], [2.206, 1.480, 1.938], [2.675, 1.240, 3.190], [2.429, 2.002, 4.107], [3.510, -0.019, 3.399], [2.592, -1.141, 3.895], [4.592, 0.277, 4.436], [2.356, 0.604, 0.794], [1.241, 0.891, -0.232], [-5.762, -2.249, -3.999], [-5.578, -0.691, -4.844], [-4.821, -2.170, -5.508], [-3.722, -0.186, -6.178], [-1.762, 1.086, -6.882], [0.188, 0.177, -3.200], [-1.186, 0.420, -1.285], [-2.344, -2.702, 0.211], [-2.205, -3.073, 2.649], [-1.088, -1.402, 4.087], [-0.054, 0.578, 3.097], [-0.641, 2.420, 1.983], [-0.219, 3.252, 0.482], [2.066, 3.291, 0.931], [1.476, 3.282, 2.607], [3.990, -0.318, 2.464], [2.109, -0.834, 4.819], [1.818, -1.379, 3.167], [3.173, -2.040, 4.089], [4.134, 0.662, 5.343], [5.285, 1.027, 4.060], [5.147, -0.627, 4.672], [3.338, 0.741, 0.319], [2.264, -0.435, 1.117], [1.127, 0.014, -0.871], [1.502, 1.749, -0.858]], "total_charge": 0, "smiles": "COc1ccc(Cl)cc1C(=O)Nc1ccccc1N1CCN(C(=O)C(C)C)CC1", "max_force_ha_per_bohr": 0.0085, "lumo_energy_ev": 0.561, "de_lowest_kj_mol": 166.3}

---

Record 3
{"formula": "C25H22F6N4O6PSTi", "method": "the ωB97M-V functional and the def2-TZVPD basis", "symbols": ["Ti", "O", "C", "C", "O", "C", "C", "O", "C", "O", "O", "N", "C", "C", "C", "C", "C", "C", "C", "C", "N", "C", "H", "H", "H", "H", "H", "H", "H", "H", "C", "C", "C", "N", "C", "S", "N", "C", "O", "C", "C", "C", "C", "C", "C", "H", "H", "H", "H", "H", "H", "H", "H", "H", "H", "H", "H", "H", "H", "F", "P", "F", "F", "F", "F", "F"], "positions_angstrom": [[-1.651, 0.279, 1.789], [0.877, 4.216, 5.203], [0.457, 3.317, 4.544], [0.745, 3.100, 3.029], [1.467, 3.812, 2.379], [-0.032, 1.928, 2.695], [-0.711, 1.404, 3.801], [-1.428, 0.315, 3.621], [-0.487, 2.200, 4.998], [-0.925, 2.085, 6.114], [-0.208, 1.306, 1.529], [-3.362, -1.111, 1.631], [-2.828, -2.407, 1.255], [-3.604, -3.479, 0.891], [-3.000, -4.717, 0.626], [-1.648, -4.881, 0.768], [-0.826, -3.796, 1.136], [0.565, -3.903, 1.347], [1.258, -2.788, 1.743], [0.611, -1.558, 1.845], [-0.693, -1.400, 1.595], [-1.429, -2.533, 1.327], [-4.087, -0.811, 0.986], [-3.799, -1.180, 2.548], [-4.679, -3.371, 0.821], [-3.615, -5.555, 0.327], [-1.190, -5.847, 0.600], [1.062, -4.853, 1.207], [2.315, -2.842, 1.968], [1.162, -0.668, 2.117], [5.079, 2.464, -2.084], [4.143, 1.565, -2.889], [2.672, 1.746, -2.504], [2.445, 1.517, -1.073], [2.713, 0.380, -0.412], [3.444, 0.416, 1.086], [2.465, -0.872, -0.961], [1.633, -1.465, -1.917], [1.833, -2.636, -2.159], [0.541, -0.719, -2.605], [-0.365, 0.116, -1.954], [-1.371, 0.735, -2.681], [-1.481, 0.526, -4.048], [-0.601, -0.332, -4.692], [0.395, -0.963, -3.970], [6.099, 2.388, -2.461], [5.089, 2.179, -1.031], [4.771, 3.510, -2.154], [4.421, 0.518, -2.739], [4.242, 1.778, -3.956], [2.053, 1.081, -3.095], [2.352, 2.767, -2.708], [2.614, 2.323, -0.488], [2.995, -1.582, -0.477], [-0.303, 0.287, -0.889], [-2.069, 1.392, -2.182], [-2.262, 1.024, -4.607], [-0.691, -0.509, -5.756], [1.086, -1.640, -4.458], [-2.581, 0.960, 0.127], [-3.517, 2.347, 0.761], [-4.785, 1.378, 0.630], [-4.330, 3.503, 1.421], [-3.241, 1.622, 2.271], [-3.676, 2.848, -0.719], [-2.126, 3.084, 0.930]], "s_squared": 0.76, "total_charge": 0, "spin_multiplicity": 2, "max_force_ha_per_bohr": 0.0616, "lumo_energy_ev": [-1.352, -1.477], "de_lowest_kj_mol": 209.1}

---

Record 4
{"formula": "C15H14IN3O5Tc", "method": "the ωB97M-V functional and the def2-TZVPD basis", "symbols": ["Tc", "O", "C", "O", "C", "C", "C", "C", "C", "N", "C", "O", "O", "H", "H", "H", "H", "C", "C", "O", "N", "C", "C", "C", "C", "C", "C", "N", "H", "H", "H", "H", "H", "H", "H", "H", "H", "H", "I"], "positions_angstrom": [[9.054, 9.280, 6.995], [9.442, 12.758, 4.710], [9.068, 11.745, 5.345], [9.712, 10.642, 5.422], [7.793, 11.847, 6.091], [6.855, 12.843, 6.084], [5.836, 12.793, 7.071], [5.806, 11.767, 7.979], [6.741, 10.772, 7.865], [7.751, 10.874, 7.026], [6.879, 9.624, 8.809], [6.120, 9.378, 9.652], [7.955, 8.818, 8.511], [10.250, 12.493, 4.233], [6.882, 13.564, 5.301], [5.092, 13.572, 7.032], [5.022, 11.749, 8.718], [6.249, 7.138, 4.295], [7.210, 7.225, 5.404], [7.679, 8.366, 5.678], [7.546, 6.124, 6.003], [8.551, 6.014, 7.067], [9.904, 6.281, 6.546], [10.622, 5.220, 6.109], [11.923, 5.464, 5.580], [12.414, 6.777, 5.677], [11.571, 7.747, 6.083], [10.341, 7.532, 6.528], [5.506, 7.975, 4.364], [5.800, 6.110, 4.320], [6.755, 7.305, 3.316], [7.038, 5.219, 5.739], [8.579, 4.954, 7.465], [8.269, 6.757, 7.839], [10.203, 4.223, 6.080], [12.585, 4.657, 5.266], [13.422, 7.038, 5.492], [11.880, 8.739, 6.336], [10.690, 10.586, 8.444]], "s_squared": 3.78, "total_charge": 2, "spin_multiplicity": 4, "max_force_ha_per_bohr": 0.0744, "lumo_energy_ev": [-7.416, -8.599]}

---

Record 5
{"formula": "C6H10O4", "method": "the ωB97M-V functional and the def2-TZVPD basis", "symbols": ["O", "C", "C", "O", "C", "O", "C", "C", "C", "O", "H", "H", "H", "H", "H", "H", "H", "H", "H", "H"], "positions_angstrom": [[-0.679, 0.246, 1.895], [-0.699, 0.836, 0.560], [0.732, 0.966, 0.128], [0.665, 1.786, -1.040], [1.385, -0.376, -0.200], [1.654, -1.076, 1.063], [0.449, -1.281, -0.927], [-0.834, -1.071, -1.070], [-1.554, 0.065, -0.467], [-2.769, -0.321, 0.166], [0.198, -0.245, 1.888], [-1.240, 1.813, 0.679], [1.220, 1.505, 0.963], [1.562, 1.861, -1.378], [2.338, -0.278, -0.699], [2.603, -0.748, 1.386], [0.909, -2.221, -1.237], [-1.388, -1.809, -1.581], [-1.905, 0.818, -1.230], [-2.648, -0.468, 1.101]], "total_charge": 0, "smiles": "O[C@H]1[C@H](O)[C@@H](O)C=C[C@H]1O", "max_force_ha_per_bohr": 0.0705, "lumo_energy_ev": 0.274, "de_lowest_kj_mol": 162.0}

---

Record 6
{"formula": "C4H8ClN", "method": "the ωB97M-V functional and the def2-TZVPD basis", "symbols": ["C", "C", "C", "C", "N", "Cl", "H", "H", "H", "H", "H", "H", "H", "H"], "positions_angstrom": [[-0.142, -0.709, 1.332], [0.665, -0.809, -0.038], [0.718, 0.416, 0.752], [-0.202, -0.985, -1.277], [-0.985, 2.009, -0.252], [1.984, 1.288, 1.535], [-1.188, -0.581, 1.214], [0.210, -1.162, 2.233], [1.578, -1.392, -0.021], [0.255, -0.917, -2.350], [-0.990, -0.125, -1.335], [-0.749, -1.982, -1.148], [-0.939, 2.904, 0.279], [-0.215, 2.046, -0.924]], "total_charge": 0, "max_force_ha_per_bohr": 0.0620, "lumo_energy_ev": [-0.111, -0.233], "de_lowest_kj_mol": 426.8}

---

Record 7
{"formula": "C5H14O2S", "method": "the ωB97M-V functional and the def2-TZVPD basis", "symbols": ["C", "O", "C", "C", "C", "S", "C", "H", "H", "H", "H", "H", "H", "H", "H", "H", "H", "H", "H", "H", "H", "O"], "positions_angstrom": [[-2.497, -0.277, 1.130], [-1.159, -2.348, -0.036], [-1.529, 0.896, 1.148], [-0.162, 0.702, 0.451], [-0.194, 0.133, -0.988], [0.687, 1.024, -2.263], [2.366, 1.082, -1.675], [-2.350, -0.952, 1.998], [-3.514, 0.035, 1.055], [-1.583, -1.575, 0.339], [-1.974, 1.733, 0.621], [-1.349, 1.127, 2.189], [0.530, 0.099, 1.041], [0.349, 1.663, 0.475], [-1.178, -0.083, -1.367], [0.402, -0.803, -0.943], [2.421, 0.232, -0.935], [2.975, 0.915, -2.543], [2.544, 1.936, -1.018], [3.433, -1.655, 0.447], [-0.977, -2.870, 0.720], [2.756, -1.013, 0.153]], "s_squared": 1.74, "total_charge": 1, "spin_multiplicity": 2, "max_force_ha_per_bohr": 0.0512, "lumo_energy_ev": [-7.652, -6.478], "de_lowest_kj_mol": 395.9}